(1)
Molecular formula: C31H37BHfN8S2
Method: DFT, wB97M-V/def2-TZVPD

The geometry in XYZ format:
```
80
Properties=species:S:1:pos:R:3:lowdin_charge:R:1
Hf -0.93 0.03 -0.12 1.40
C -0.55 -3.06 -2.12 -0.12
N 0.35 -2.02 -1.61 -0.21
C 1.40 -2.60 -0.78 -0.18
C 0.92 -2.84 0.66 -0.16
N 0.59 -1.59 1.34 -0.19
C 1.81 -0.90 1.77 -0.08
C -0.31 -1.84 2.46 -0.40
C 0.14 -2.86 3.48 -0.01
C -0.86 -3.65 3.86 -0.02
C -2.09 -3.34 3.12 -0.16
C -2.61 -1.92 3.23 -0.16
C -1.74 -2.31 2.07 -0.68
S -2.31 -2.19 0.40 0.64
C 0.87 -1.35 -2.78 -0.31
C 2.07 -1.71 -3.38 -0.04
C 2.48 -1.13 -4.57 -0.10
C 1.67 -0.21 -5.20 -0.11
C 0.48 0.18 -4.62 -0.12
C 0.07 -0.37 -3.40 -0.62
S -1.45 0.15 -2.72 0.58
H -0.01 -3.79 -2.74 0.10
H -1.33 -2.60 -2.73 0.07
H -1.04 -3.59 -1.30 0.02
H 2.25 -1.91 -0.76 0.11
H 1.74 -3.57 -1.18 0.13
H 1.72 -3.37 1.21 0.13
H 0.04 -3.48 0.66 0.10
H 2.34 -1.47 2.54 0.09
H 1.57 0.09 2.13 0.08
H 2.48 -0.78 0.92 0.07
H 1.13 -2.86 3.89 0.11
H -0.81 -4.43 4.60 0.11
H -2.83 -4.12 2.95 0.14
H -3.67 -1.79 3.06 0.14
H 2.70 -2.46 -2.93 0.11
H 3.43 -1.42 -5.00 0.10
H 1.97 0.22 -6.15 0.10
H -0.15 0.91 -5.09 0.10
C -1.91 -0.82 4.02 -0.14
C -0.63 -0.54 3.21 -0.22
N -0.99 0.52 2.26 -0.02
N -2.12 1.04 2.72 -0.03
C -2.65 0.45 3.74 0.02
B -2.77 2.23 1.99 -0.52
N -3.70 1.61 0.95 -0.03
C -5.01 1.82 0.79 -0.07
C -5.43 1.12 -0.32 -0.04
C -4.28 0.51 -0.80 -0.17
N -3.24 0.80 -0.02 -0.09
N -1.70 3.03 1.26 -0.04
C -1.28 4.28 1.52 -0.07
C -0.40 4.64 0.53 -0.05
C -0.33 3.53 -0.31 -0.14
N -1.12 2.56 0.14 -0.02
H -1.75 -1.06 5.07 0.15
H 0.20 -0.20 3.85 0.15
H -3.58 0.77 4.16 0.13
H -3.36 2.91 2.76 0.12
H -5.56 2.43 1.48 0.12
H -6.42 1.07 -0.72 0.09
H -4.17 -0.11 -1.67 0.09
H -1.64 4.82 2.36 0.12
H 0.13 5.57 0.43 0.09
H 0.22 3.40 -1.22 0.10
C 3.71 3.04 -0.56 -0.04
C 3.30 1.90 -1.50 -0.61
C 3.06 2.44 -2.91 -0.03
C 4.39 0.81 -1.52 -0.04
C 2.07 1.29 -1.00 -0.12
C 1.07 0.78 -0.55 -0.17
H 4.64 3.50 -0.90 0.08
H 3.86 2.67 0.45 0.08
H 2.93 3.80 -0.53 0.08
H 3.97 2.85 -3.33 0.09
H 2.31 3.23 -2.88 0.08
H 2.69 1.65 -3.56 0.06
H 5.32 1.21 -1.91 0.08
H 4.07 -0.02 -2.14 0.07
H 4.56 0.44 -0.51 0.08
```

Calculated values
Relative energy (zero: lowest compared OMol25 entry of this formula, charge and spin) in eV: 2.3165
Calculated total energy in hartree: -2510.87535
Net charge: 0
Lowest unoccupied orbital energy in eV: 0.57

---

(2)
Molecular formula: C31H37BO2OsPSi2
Method: DFT, wB97M-V/def2-TZVPD

The geometry in XYZ format:
```
75
Properties=species:S:1:pos:R:3:lowdin_charge:R:1
Os -0.18 -0.15 -0.18 1.28
C -2.61 -2.40 6.32 -0.07
C -2.84 -3.34 5.32 -0.07
C -2.47 -3.07 4.01 -0.11
C -1.83 -1.87 3.70 -0.39
C -1.60 -0.93 4.70 -0.08
C -2.00 -1.19 6.01 -0.07
P -1.32 -1.64 1.97 1.09
C -1.27 0.21 1.76 -0.54
C -0.20 1.06 2.11 -0.13
C -0.34 2.45 2.05 -0.04
C -1.53 3.01 1.64 -0.02
C -2.60 2.19 1.28 -0.03
C -2.47 0.82 1.33 -0.10
C 0.48 -1.91 1.97 -0.39
C 1.23 -2.66 2.85 -0.06
C 2.61 -2.75 2.65 -0.04
C 3.23 -2.06 1.61 -0.05
C 2.48 -1.28 0.74 -0.07
C 1.09 -1.23 0.90 -0.34
H -2.91 -2.60 7.33 0.11
H -3.33 -4.27 5.56 0.11
H -2.67 -3.80 3.24 0.10
H -1.12 0.01 4.47 0.10
H -1.82 -0.46 6.78 0.11
H 0.73 0.66 2.49 0.13
H 0.50 3.08 2.33 0.13
H -1.64 4.09 1.59 0.13
H -3.54 2.63 0.95 0.12
H -3.31 0.18 1.06 0.11
H 0.76 -3.17 3.69 0.11
H 3.21 -3.34 3.33 0.11
H 4.30 -2.13 1.49 0.11
H 2.96 -0.73 -0.05 0.10
C 1.59 -3.21 -2.06 -0.17
Si 1.02 -1.62 -2.87 0.48
C 0.60 -2.09 -4.63 -0.18
C 2.36 -0.31 -2.97 -0.15
C -0.59 -1.07 -1.90 -0.47
Si -1.96 -0.20 -2.92 0.42
C -3.54 -0.13 -1.91 -0.17
C -1.42 1.53 -3.32 -0.16
C -2.41 -1.09 -4.50 -0.17
H 2.66 -3.36 -2.22 0.04
H 1.08 -4.05 -2.52 0.04
H 1.41 -3.26 -0.98 0.01
H 1.45 -2.66 -5.02 0.05
H 0.48 -1.22 -5.28 0.04
H -0.28 -2.72 -4.70 0.03
H 3.34 -0.79 -2.99 0.05
H 2.36 0.40 -2.15 -0.01
H 2.27 0.26 -3.89 0.04
H -1.03 -1.98 -1.44 0.04
H -3.44 0.52 -1.04 -0.01
H -3.87 -1.12 -1.57 0.05
H -4.32 0.29 -2.54 0.05
H -1.28 2.17 -2.45 0.02
H -2.20 2.00 -3.94 0.05
H -0.49 1.54 -3.90 0.05
H -2.68 -2.14 -4.33 0.05
H -1.63 -1.06 -5.25 0.01
H -3.29 -0.59 -4.90 0.05
O 2.26 1.73 0.06 0.12
B 0.99 1.56 -0.50 -0.66
O 0.59 2.73 -1.14 0.12
C 1.63 3.62 -0.99 -0.19
C 1.72 4.91 -1.45 0.02
C 2.90 5.59 -1.14 -0.07
C 3.92 4.98 -0.41 -0.07
C 3.81 3.67 0.05 0.02
C 2.64 3.02 -0.26 -0.20
H 0.93 5.37 -2.02 0.12
H 3.03 6.61 -1.47 0.11
H 4.82 5.54 -0.19 0.11
H 4.60 3.19 0.61 0.12
```

Calculated values
Calculated total energy in hartree: -2389.67436
Net charge: +1
Lowest unoccupied orbital energy (spin up / spin down) in eV: -5.13 / -4.98

---

(3)
Molecular formula: C31H37BaF9N4O8PS2
Method: DFT, wB97M-V/def2-TZVPD

The geometry in XYZ format:
```
93
Properties=species:S:1:pos:R:3:lowdin_charge:R:1
Ba 0.38 0.98 -1.19 1.95
C 0.61 2.54 2.37 -0.09
O 1.43 1.77 1.50 -0.27
C 2.09 0.72 2.18 -0.20
C 2.88 -0.08 1.17 -0.18
O 2.07 -0.86 0.29 -0.25
C 1.60 -2.12 0.78 -0.18
C 0.11 -2.16 1.08 -0.19
O -0.22 -1.60 2.34 -0.25
C -0.05 -2.50 3.41 -0.11
H 1.20 2.94 3.20 0.09
H -0.21 1.94 2.76 0.05
H 0.20 3.36 1.78 0.08
H 1.35 0.08 2.67 0.12
H 2.78 1.11 2.94 0.13
H 3.60 -0.71 1.71 0.13
H 3.43 0.61 0.52 0.12
H 2.18 -2.39 1.67 0.12
H 1.80 -2.85 0.00 0.09
H -0.22 -3.20 1.03 0.14
H -0.45 -1.62 0.31 0.08
H -0.66 -3.40 3.26 0.09
H -0.37 -1.99 4.32 0.09
H 1.00 -2.81 3.52 0.08
N -3.37 1.61 0.30 -0.11
P -2.48 0.46 1.22 1.09
C -3.26 0.79 2.91 -0.34
C -4.63 0.99 3.06 -0.09
C -5.18 1.23 4.31 -0.09
C -4.37 1.25 5.44 -0.11
C -3.01 1.03 5.30 -0.10
C -2.46 0.81 4.05 -0.12
C -3.50 -1.04 0.89 -0.34
C -4.17 -1.24 -0.32 -0.08
C -4.89 -2.40 -0.53 -0.06
C -4.95 -3.38 0.45 -0.10
C -4.29 -3.19 1.65 -0.10
C -3.58 -2.02 1.87 -0.11
C -2.84 2.66 -0.41 -0.39
C -3.68 3.45 -1.21 -0.02
C -3.16 4.53 -1.88 -0.06
C -1.80 4.82 -1.76 -0.07
C -1.05 3.98 -0.97 -0.19
N -1.53 2.93 -0.30 -0.01
H -4.31 1.36 0.02 0.10
H -5.28 0.95 2.19 0.10
H -6.25 1.39 4.41 0.10
H -4.80 1.44 6.41 0.09
H -2.37 1.04 6.18 0.10
H -1.40 0.62 3.94 0.08
H -4.07 -0.52 -1.13 0.07
H -5.37 -2.55 -1.49 0.11
H -5.51 -4.29 0.26 0.09
H -4.34 -3.95 2.43 0.09
H -3.07 -1.87 2.82 0.10
H -4.72 3.17 -1.32 0.12
H -3.80 5.13 -2.52 0.11
H -1.35 5.64 -2.29 0.10
H 0.02 4.15 -0.89 0.10
O -2.30 -1.19 -3.61 -0.37
S -2.11 0.01 -2.83 0.20
O -3.31 0.86 -2.74 -0.38
O -0.94 0.81 -3.30 -0.62
O -1.73 -0.37 -1.38 -0.72
F 5.62 1.88 -3.60 0.16
C 4.76 1.60 -2.61 -0.53
F 5.48 1.56 -1.47 0.15
F 4.31 0.35 -2.82 0.13
C 3.56 2.60 -2.47 -0.39
O 2.60 2.11 -1.71 -0.35
C 4.12 3.93 -1.86 -0.54
F 4.31 3.80 -0.54 0.15
F 3.25 4.94 -2.04 0.15
F 5.30 4.32 -2.39 0.14
C 3.03 2.91 -3.92 -0.54
F 2.88 1.77 -4.61 0.16
F 1.84 3.50 -3.87 0.16
F 3.85 3.71 -4.64 0.15
S 0.49 -2.81 -2.64 0.71
C 2.10 -3.25 -2.42 -0.89
N 3.11 -2.37 -2.40 0.02
C 4.52 -2.73 -2.48 -0.18
C 4.74 -4.04 -1.74 -0.17
C 3.78 -5.08 -2.29 -0.20
N 2.42 -4.56 -2.18 -0.01
H 2.85 -1.43 -2.64 0.11
H 5.10 -1.93 -2.04 0.11
H 4.83 -2.84 -3.53 0.12
H 4.56 -3.89 -0.68 0.12
H 5.77 -4.38 -1.87 0.11
H 3.84 -6.00 -1.71 0.11
H 4.03 -5.31 -3.33 0.12
H 1.66 -5.19 -2.34 0.11
```

Calculated values
Relative energy (zero: lowest compared OMol25 entry of this formula, charge and spin) in eV: 0.0000
Calculated total energy in hartree: -4086.74517
Net charge: -1
Lowest unoccupied orbital energy in eV: 1.96

---

(4)
Molecular formula: C31H37IrN4O3
Method: DFT, wB97M-V/def2-TZVPD

The geometry in XYZ format:
```
76
Properties=species:S:1:pos:R:3:lowdin_charge:R:1
Ir -0.26 0.12 0.04 1.53
C 4.13 -0.73 0.77 -0.04
C 2.90 -1.44 1.34 -0.38
C 3.18 -2.93 1.58 -0.02
C 2.43 -0.80 2.61 -0.07
C 3.39 -0.70 3.68 0.11
C 3.07 -0.19 4.93 0.02
C 1.80 0.28 5.12 0.09
C 0.80 0.26 4.07 -0.02
C -0.45 1.00 4.42 -0.33
C -1.38 1.47 3.30 -0.04
C -1.25 0.26 5.52 0.00
C 1.14 -0.35 2.84 -0.16
N 0.12 -0.58 1.86 -0.06
C -0.87 -1.51 2.36 -0.39
O -0.78 -2.03 3.43 0.19
C -1.97 -1.76 1.39 -0.15
C -3.06 -2.59 1.59 0.09
C -4.01 -2.67 0.57 0.05
C -3.85 -1.94 -0.60 0.09
C -2.73 -1.15 -0.73 -0.14
N -1.84 -1.07 0.26 -0.03
C -2.38 -0.31 -1.92 -0.40
O -3.11 -0.19 -2.86 0.18
N -1.12 0.31 -1.81 -0.05
C -0.77 1.02 -2.96 -0.11
C -0.40 2.37 -2.89 -0.12
C -0.41 3.08 -4.07 0.08
C -0.70 2.48 -5.33 0.05
C -0.93 1.14 -5.41 0.03
C -0.89 0.34 -4.26 -0.05
C -0.77 -1.14 -4.39 -0.36
C -1.83 -1.75 -5.32 -0.02
C 0.65 -1.44 -4.92 -0.02
C -0.03 3.08 -1.60 -0.28
C 1.37 2.67 -1.18 -0.08
C -1.07 3.07 -0.47 -0.02
H 4.33 -1.09 -0.24 0.10
H 5.03 -0.95 1.35 0.10
H 4.02 0.36 0.74 0.08
H 2.09 -1.38 0.60 0.10
H 3.98 -3.06 2.31 0.10
H 3.51 -3.39 0.65 0.10
H 2.30 -3.46 1.95 0.09
H 4.39 -1.07 3.49 0.14
H 3.80 -0.15 5.72 0.14
H 1.51 0.71 6.07 0.15
H -0.05 1.91 4.90 0.17
H -1.99 0.66 2.89 0.07
H -0.83 1.97 2.50 0.06
H -2.07 2.19 3.73 0.11
H -1.77 -0.59 5.10 0.08
H -1.98 0.96 5.94 0.11
H -0.62 -0.10 6.34 0.09
H -3.15 -3.14 2.51 0.15
H -4.88 -3.31 0.70 0.14
H -4.57 -1.99 -1.41 0.15
H -0.23 4.15 -4.05 0.15
H -0.69 3.09 -6.22 0.14
H -1.08 0.66 -6.37 0.14
H -0.84 -1.60 -3.40 0.13
H -1.68 -1.45 -6.35 0.09
H -2.84 -1.48 -5.01 0.09
H -1.74 -2.84 -5.28 0.10
H 0.79 -1.03 -5.92 0.10
H 0.78 -2.52 -4.98 0.10
H 1.43 -1.04 -4.27 0.08
H 0.07 4.13 -1.88 0.15
H 2.32 0.91 -0.55 0.13
H 1.83 3.44 -0.55 0.15
H 2.01 2.53 -2.05 0.15
H -1.19 2.11 0.06 0.01
H -2.05 3.33 -0.84 0.11
H -0.78 3.79 0.30 0.11
O 1.27 1.65 0.93 -0.12
N 1.44 1.42 -0.37 -0.21
```

Calculated values
<S²>: 8.802
Relative energy (zero: lowest compared OMol25 entry of this formula, charge and spin) in eV: 0.0000
Spin multiplicity: 6
Calculated total energy in hartree: -1751.40971
Net charge: +3
Lowest unoccupied orbital energy (spin up / spin down) in eV: -9.21 / -11.90

---

(5)
Molecular formula: C31H37MoN5OSi2
Method: DFT, wB97M-V/def2-TZVPD

The geometry in XYZ format:
```
77
Properties=species:S:1:pos:R:3:lowdin_charge:R:1
Mo -0.36 -0.20 0.17 1.59
O -4.29 -1.23 1.15 0.06
C -3.22 -0.67 0.95 -0.50
N -2.16 -1.17 0.26 -0.13
C -2.42 -2.44 -0.39 -0.15
C -1.53 -2.56 -1.59 -0.26
C -1.72 -3.52 -2.58 -0.01
C -0.87 -3.52 -3.67 -0.04
C 0.15 -2.58 -3.74 -0.04
C 0.29 -1.69 -2.70 -0.11
N -0.53 -1.68 -1.65 0.02
C -2.96 0.73 1.38 -0.19
C -3.88 1.48 2.10 0.02
C -3.55 2.77 2.47 -0.04
C -2.31 3.26 2.08 -0.04
C -1.45 2.47 1.36 -0.14
N -1.76 1.21 1.02 -0.06
H -2.24 -3.29 0.28 0.14
H -3.47 -2.51 -0.69 0.13
H -2.54 -4.22 -2.49 0.12
H -1.01 -4.24 -4.46 0.11
H 0.83 -2.55 -4.58 0.11
H 1.08 -0.95 -2.69 0.11
H -4.82 1.01 2.35 0.12
H -4.24 3.38 3.03 0.11
H -2.00 4.27 2.34 0.11
H -0.47 2.80 1.03 0.12
C -2.68 0.89 -2.33 -0.17
Si -1.23 2.07 -2.11 0.40
C -2.00 3.67 -1.50 -0.18
C -0.56 2.35 -3.84 -0.17
N 0.01 1.42 -1.06 -0.22
C 1.37 1.65 -1.34 -0.33
C 1.89 2.82 -1.87 -0.07
C 3.24 2.91 -2.22 -0.12
C 4.07 1.82 -2.02 -0.11
C 3.57 0.66 -1.43 -0.05
C 2.24 0.58 -1.05 -0.34
N 1.65 -0.48 -0.37 -0.24
Si 2.46 -1.87 0.24 0.39
C 3.83 -1.46 1.44 -0.16
C 3.15 -3.00 -1.10 -0.17
C 1.17 -2.93 1.14 -0.16
H -3.42 1.38 -2.96 0.04
H -3.17 0.61 -1.40 0.01
H -2.37 -0.03 -2.85 0.02
H -2.50 4.18 -2.33 0.03
H -1.26 4.36 -1.09 0.03
H -2.75 3.49 -0.73 0.02
H -1.36 2.15 -4.56 0.03
H 0.28 1.69 -4.07 0.03
H -0.22 3.37 -4.00 0.03
H 1.24 3.67 -2.02 0.10
H 3.63 3.83 -2.64 0.09
H 5.12 1.87 -2.30 0.09
H 4.24 -0.18 -1.25 0.08
H 4.68 -0.97 0.96 0.02
H 4.20 -2.37 1.92 0.03
H 3.46 -0.79 2.22 0.01
H 3.86 -2.50 -1.77 0.02
H 2.34 -3.40 -1.72 0.01
H 3.66 -3.84 -0.63 0.03
H 1.31 -2.89 2.22 0.03
H 1.25 -3.98 0.82 0.03
H 0.13 -2.63 0.96 -0.02
C 0.12 0.00 1.90 -0.16
C 0.36 -0.10 3.31 -0.30
C 1.45 0.55 3.91 -0.05
C 1.68 0.43 5.27 -0.08
C 0.81 -0.32 6.06 -0.08
C -0.28 -0.95 5.48 -0.08
C -0.50 -0.86 4.12 -0.04
H 2.10 1.15 3.29 0.11
H 2.53 0.92 5.72 0.10
H 0.99 -0.41 7.12 0.10
H -0.96 -1.53 6.10 0.10
H -1.34 -1.37 3.65 0.11
```

Calculated values
Relative energy (zero: lowest compared OMol25 entry of this formula, charge and spin) in eV: 0.0000
Calculated total energy in hartree: -2199.82421
Net charge: 0
Lowest unoccupied orbital energy in eV: -0.31

---

(6)
Molecular formula: C31H37N3O8
Method: DFT, wB97M-V/def2-TZVPD

The geometry in XYZ format:
```
79
Properties=species:S:1:pos:R:3:lowdin_charge:R:1
C 3.02 0.02 -4.32 -0.08
C 1.64 -0.58 -4.17 -0.21
O 0.66 0.49 -4.34 0.00
C -0.35 0.59 -3.46 -0.46
C -1.04 1.89 -3.66 -0.04
C -0.23 3.09 -3.57 -0.46
C -0.81 4.36 -4.13 -0.02
O 0.88 3.02 -3.04 -0.02
C -2.47 1.84 -3.90 -0.48
O -3.26 2.78 -3.96 0.01
O -2.88 0.57 -4.06 -0.03
C -4.31 0.50 -4.19 -0.24
C -4.66 -0.95 -4.30 -0.08
O -0.62 -0.23 -2.61 0.05
H 3.77 -0.76 -4.27 0.07
H 3.13 0.56 -5.26 0.08
H 3.20 0.72 -3.49 0.08
H 1.43 -1.31 -4.95 0.12
H 1.50 -1.02 -3.19 0.10
H -1.90 4.28 -4.18 0.06
H -0.51 5.20 -3.49 0.08
H -0.41 4.53 -5.14 0.09
H -4.78 0.95 -3.30 0.12
H -4.64 1.05 -5.08 0.13
H -5.74 -1.07 -4.32 0.07
H -4.25 -1.39 -5.22 0.08
H -4.28 -1.52 -3.44 0.05
C 3.17 -0.84 5.25 0.00
N 2.19 -0.30 4.34 -0.04
C 1.84 1.02 4.38 -0.36
O 2.27 1.85 5.18 0.10
C 0.80 1.25 3.28 -0.15
C 1.25 2.26 2.22 -0.08
C 1.50 3.65 2.76 -0.23
C 2.77 4.23 2.64 -0.04
C 3.06 5.43 3.29 -0.07
C 2.05 6.09 4.01 -0.08
C 0.75 5.57 4.03 -0.07
C 0.48 4.35 3.39 -0.04
N 0.62 -0.09 2.74 0.06
C -0.22 -0.31 1.71 0.05
C -0.45 -1.57 1.18 -0.05
C -1.27 -1.83 0.09 0.06
C -1.59 -3.15 -0.37 -0.16
C -2.62 -3.36 -1.33 0.03
C -2.94 -4.63 -1.78 0.04
C -2.21 -5.75 -1.31 -0.13
N -2.47 -7.04 -1.84 -0.31
O -1.81 -8.02 -1.43 0.07
O -3.36 -7.15 -2.72 0.07
C -1.20 -5.58 -0.34 0.02
C -0.90 -4.31 0.12 0.01
C 1.47 -1.12 3.37 -0.45
C 2.47 -1.73 2.37 0.02
C 0.66 -2.19 4.12 0.02
H 3.57 -0.03 5.86 0.10
H 2.72 -1.60 5.91 0.10
H 3.98 -1.31 4.68 0.10
H -0.14 1.60 3.75 0.17
H 2.18 1.87 1.76 0.14
H 0.48 2.30 1.44 0.13
H 3.53 3.71 2.05 0.12
H 4.07 5.84 3.24 0.11
H 2.28 7.01 4.55 0.10
H -0.05 6.10 4.54 0.10
H -0.53 3.94 3.39 0.11
H -0.74 0.57 1.32 0.16
H 0.04 -2.42 1.65 0.06
H -1.70 -0.98 -0.45 0.13
H -3.18 -2.50 -1.71 0.12
H -3.72 -4.81 -2.52 0.13
H -0.66 -6.45 0.01 0.13
H -0.10 -4.21 0.86 0.11
H 3.14 -0.94 2.00 0.11
H 3.07 -2.51 2.88 0.09
H 1.97 -2.18 1.51 0.08
H 0.13 -1.71 4.96 0.11
H -0.08 -2.68 3.49 0.07
H 1.34 -2.96 4.52 0.10
```

Calculated values
Relative energy (zero: lowest compared OMol25 entry of this formula, charge and spin) in eV: 1.4622
Calculated total energy in hartree: -1969.49917
Net charge: 0
Lowest unoccupied orbital energy in eV: -3.27